The following is a DFT calculation (ωB97M-V/def2-TZVPD) of C4H7Cl as an isolated structure at a distorted geometry.

Geometry (Å):
1 Cl -2.5540 -0.0961 -0.3076
2 C 0.7434 -0.3403 -0.7656
3 C 0.2239 -0.9391 0.3702
4 C 0.2674 1.0078 -0.2676
5 C -0.7603 0.3290 0.5785
6 H -0.1410 1.9100 -0.8573
7 H -0.3583 -1.9066 0.3156
8 H 0.6414 -0.9033 1.4275
9 H 1.9034 -0.4499 -1.2475
10 H 0.7970 1.7608 0.5996
11 H -1.0219 0.6179 1.6793
12 H 0.2589 -0.9901 -1.5249

Results
- total charge = 0
- E (eV) = -16780.240
- highest occupied orbital energy (eV) = -10.1
- Kohn-Sham gap (hartree) = 0.400
- ΔE to the lowest compared entry with this formula, charge and spin (kcal per mole) = 72.2